This record from OMol25 describes a structure of composition C12H8BrClNO2Sn. The level of theory is the ωB97M-V functional and the def2-TZVPD basis.

XYZ file:
```
26
Properties=species:S:1:pos:R:3
Sn 0.43058 0.60665 -0.93525
Cl 5.71993 -4.46122 0.44220
C 4.63922 -3.12128 0.30975
C 5.02460 -1.86762 0.82209
C 4.20796 -0.77151 0.71163
C 2.96404 -0.87438 0.07057
O 2.22013 0.20238 -0.06710
C 2.56054 -2.14278 -0.40847
C 1.29974 -2.36268 -0.99792
O 0.39725 -1.51215 -1.22274
C 3.42283 -3.26191 -0.28220
H 5.98627 -1.77909 1.31073
H 4.50886 0.19214 1.09849
H 1.06178 -3.39248 -1.28287
H 3.10696 -4.22408 -0.66594
Br -5.64513 -0.08034 1.12262
C -4.22066 1.04490 0.65443
C -4.39112 2.41623 0.57096
C -3.30364 3.19847 0.21748
C -2.09535 2.58009 -0.04005
N -1.93578 1.25899 0.04312
C -2.97916 0.49871 0.38634
H -5.35516 2.86059 0.77739
H -3.39538 4.27256 0.14227
H -1.22329 3.16112 -0.32188
H -2.82069 -0.57023 0.44865
```

The charge is +1. Its spin multiplicity is 1. The calculated total energy is -106549.4546 eV.

---

This record from OMol25 describes a structure of composition CH3NO2S3 in a non-equilibrium geometry. The level of theory is the ωB97M-V functional and the def2-TZVPD basis.

XYZ file:
```
10
Properties=species:S:1:pos:R:3
C -0.51786 1.05111 -0.71012
N 0.90374 -0.45326 0.48637
O -1.18785 -0.01877 -1.31584
O -1.75010 -0.26818 1.21697
S 2.40360 0.03404 -0.16622
S 0.32519 -1.80806 -0.08242
S -2.04184 0.57934 0.05991
H -0.22468 1.90960 -1.33641
H 2.49222 0.85817 0.81281
H -0.40241 -1.88399 1.03495
```

The relative energy (zero: lowest compared OMol25 entry of this formula, charge and spin) is 109.3 kcal/mol. The charge is 0. Its spin multiplicity is 1.

---

This record from OMol25 describes a structure of composition C35H44F18N2O14S in a non-equilibrium geometry. The level of theory is the ωB97M-V functional and the def2-TZVPD basis.

XYZ file:
```
114
Properties=species:S:1:pos:R:3
C 3.34243 -0.47555 -2.24850
C 4.23322 0.60143 -3.04205
O 3.50266 1.74346 -3.54468
C 2.92033 2.53706 -2.47658
C 1.32643 2.29500 -2.37329
O 0.58955 2.69587 -3.55152
C 0.08066 1.56560 -4.29077
C -1.05659 0.72394 -3.53746
C -0.98487 -0.83942 -3.68941
C -2.04295 -1.77086 -2.94559
C -3.11743 -1.03217 -2.07430
C -3.17693 0.53482 -1.95398
N -4.08490 1.37856 -1.17975
S -3.59536 2.98809 -1.44164
N -2.24698 2.92812 -2.52338
C -2.14130 1.47366 -2.68614
H 3.90922 -1.43294 -1.95083
H 2.41777 -0.83865 -2.84545
H 2.93738 -0.02333 -1.24878
H 5.14379 0.86459 -2.39514
H 4.65567 0.04755 -3.97069
H 3.35080 2.18614 -1.45488
H 3.20662 3.65709 -2.54454
H 1.18130 1.20503 -2.05800
H 0.95793 2.98466 -1.51306
H -0.41102 1.99885 -5.23965
H 0.91391 0.86227 -4.69103
H -0.16590 -1.36056 -4.31508
H -2.03896 -2.91697 -3.02453
H -3.86962 -1.69502 -1.50174
C -0.56817 3.14212 3.80682
C -0.51707 2.07388 2.73218
O 0.74640 2.10608 2.04763
C 1.76046 1.44475 2.64380
O 1.66128 0.85125 3.68954
C 3.02172 1.51949 1.78721
F 3.24220 2.75622 1.29130
F 2.95539 0.68850 0.72166
F 4.13554 1.18283 2.46432
H -0.34689 4.12484 3.38216
H -1.55465 3.17231 4.27412
H 0.17783 2.95497 4.58323
H -1.28626 2.27017 1.98186
H -0.71443 1.07988 3.14297
C 4.14238 3.33420 -6.39681
C 5.46362 3.93220 -5.95743
O 6.50981 3.57626 -6.87582
C 6.61764 4.34738 -7.97976
O 5.90130 5.28515 -8.22437
C 7.79472 3.88880 -8.83717
F 7.85430 2.54459 -8.96109
F 8.97902 4.27637 -8.31324
F 7.75071 4.38325 -10.08949
H 4.23471 2.25289 -6.52720
H 3.36315 3.53614 -5.65918
H 3.82484 3.74514 -7.35864
H 5.74603 3.52308 -4.98469
H 5.39600 5.01752 -5.84282
C 2.08171 -1.59385 5.07592
C 0.79426 -2.35593 5.31786
O 1.06935 -3.74175 5.58643
C 1.39752 -4.04507 6.86363
O 1.47139 -3.23532 7.75356
C 1.61453 -5.55006 7.02166
F 2.34028 -6.07884 6.01173
F 0.44489 -6.23288 7.04809
F 2.26362 -5.86740 8.15836
H 2.66476 -2.06648 4.28022
H 1.86949 -0.55825 4.79347
H 2.70980 -1.58854 5.97078
H 0.17568 -2.32596 4.41736
H 0.21151 -1.91227 6.12231
C -4.24683 -2.57829 10.01045
C -2.93172 -2.86785 9.31392
O -2.79926 -2.06333 8.13168
C -2.33530 -0.80847 8.31603
O -2.03991 -0.34422 9.38793
C -2.19908 -0.09122 6.97558
F -3.26313 -0.29091 6.16755
F -1.11358 -0.51494 6.28698
F -2.07103 1.24346 7.10612
H -5.08398 -2.70798 9.31947
H -4.38605 -3.24465 10.86429
H -4.28424 -1.54572 10.36648
H -2.90980 -3.91037 8.98880
H -2.08032 -2.72172 9.98416
C -4.60051 4.20693 -10.10214
C -4.80874 3.87160 -8.63830
O -3.91547 2.82450 -8.22864
C -2.66805 3.21148 -7.88242
O -2.28209 4.35246 -7.90344
C -1.84566 2.01005 -7.42318
F -2.00407 0.93399 -8.22381
F -2.19111 1.61073 -6.17528
F -0.52250 2.26444 -7.39226
H -4.69617 3.30954 -10.71905
H -5.33165 4.94596 -10.43650
H -3.59856 4.60736 -10.27504
H -5.82337 3.49611 -8.48807
H -4.69480 4.75410 -8.00300
C -1.03586 -6.25878 3.76062
C -2.17086 -5.37600 3.28085
O -3.43742 -5.91738 3.68677
C -3.83539 -5.61478 4.94229
O -3.19853 -4.93882 5.71097
C -5.21306 -6.20972 5.22298
F -5.32924 -7.48090 4.78122
F -6.19653 -5.50506 4.62070
F -5.51093 -6.23601 6.53671
H -1.17946 -7.28774 3.42031
H -0.07689 -5.89355 3.38681
H -0.99435 -6.28622 4.85203
H -2.17665 -5.34579 2.18892
H -2.05512 -4.34631 3.63043
```

The charge is 0. Its spin multiplicity is 1. The calculated total energy is -128398.0575 eV.

---

This record from OMol25 describes a cluster of 2 separate species, C2H9NO2 in total in a non-equilibrium geometry. The level of theory is the ωB97M-V functional and the def2-TZVPD basis.

XYZ file:
```
14
Properties=species:S:1:pos:R:3
C -0.93532 1.05111 -0.86875
O -1.04534 1.35183 -2.26126
C -0.53298 -0.38824 -0.63760
N -0.65974 -0.74288 0.77628
H -0.37788 1.80964 -0.33164
H -1.97047 1.12343 -0.51218
H -0.26060 1.79404 -2.59137
H -1.18674 -1.02409 -1.22179
H 0.48047 -0.60905 -0.99938
H -0.98240 0.01629 1.36105
H 0.17270 -1.22176 1.08863
H 3.19133 -1.08944 1.85171
H 1.84888 -0.75034 2.50796
O 2.25810 -1.32054 1.83834
```

The relative energy (zero: lowest compared OMol25 entry of this formula, charge and spin) is 7.8 kcal/mol. The charge is 0. Its spin multiplicity is 1. The SMILES is NCCO.O.

---

This record from OMol25 describes a cluster of 8 separate species, C13H43N15O9 in total in a non-equilibrium geometry. The level of theory is the ωB97M-V functional and the def2-TZVPD basis.

XYZ file:
```
80
Properties=species:S:1:pos:R:3
C 21.93571 -16.90246 2.69567
O 22.32550 -17.76847 1.95600
N 21.41869 -17.08377 3.88312
N 22.23039 -15.70732 2.43939
H 21.21232 -16.37136 4.58746
H 21.36191 -18.09882 4.12532
H 21.74522 -14.87630 2.70939
H 22.56047 -15.61195 1.50304
C 26.53393 -8.17132 2.40412
O 27.74815 -8.23199 2.50192
N 25.73661 -7.20894 2.89743
N 25.84808 -8.86911 1.59417
H 25.98931 -6.41426 3.48736
H 24.85614 -7.06800 2.48417
H 26.54910 -9.22430 0.91628
H 24.89112 -8.67271 1.35338
C 27.38744 -9.01030 -1.46181
O 28.00606 -7.96507 -1.70602
N 27.60130 -9.90930 -0.53708
N 26.26657 -9.44705 -2.09504
H 28.46386 -9.76837 -0.05933
H 27.19963 -10.83279 -0.61323
H 26.07312 -8.95704 -2.93495
H 25.76135 -10.29521 -1.95289
C 24.77084 -11.32264 6.26846
O 24.98855 -12.50976 6.32549
N 24.19664 -10.58193 7.16980
N 25.03901 -10.64925 5.20888
H 23.97747 -11.10955 8.02328
H 23.53605 -9.82206 6.89950
H 25.41720 -11.16601 4.38192
H 25.39623 -9.67563 5.18358
C 22.54470 -12.68552 3.76024
O 21.48422 -13.03939 3.24263
N 22.86065 -11.46045 3.89479
N 23.43558 -13.59121 4.09909
H 22.12344 -10.83685 3.62806
H 23.56081 -10.96360 4.52839
H 23.17863 -14.58161 4.04702
H 24.00638 -13.29401 4.86866
C 23.76743 -15.04863 -1.12205
O 23.14175 -15.48885 -0.15460
N 24.45891 -13.97686 -1.06175
N 23.73258 -15.62333 -2.31405
H 24.43775 -13.51594 -0.12801
H 25.03620 -13.42323 -1.72037
H 23.09354 -16.33738 -2.51173
H 24.38846 -15.61921 -3.08716
C 25.21441 -12.26774 1.43270
O 26.05016 -12.11354 0.55917
N 24.71391 -13.47318 1.60968
N 24.81922 -11.35329 2.26930
H 25.06524 -14.28396 1.10113
H 24.03217 -13.60783 2.34131
H 25.22808 -10.45276 2.19801
H 23.99308 -11.58943 2.89740
C 22.64773 -7.24206 6.78039
O 22.82218 -8.35442 6.28711
C 21.69696 -8.87215 5.53116
C 21.88878 -8.48593 4.08045
N 21.15963 -9.38281 3.18937
C 21.10387 -9.02357 1.77105
C 22.21863 -9.61900 0.99757
O 22.11521 -9.24685 -0.35056
C 23.16467 -9.55843 -1.22005
H 21.73013 -7.08925 7.33259
H 22.64663 -6.52487 5.96941
H 23.52784 -7.00893 7.32986
H 20.69713 -8.66134 5.85885
H 21.80755 -9.90499 5.82609
H 22.87435 -8.44364 3.70291
H 21.38129 -7.47318 3.90179
H 20.18729 -9.47960 3.36749
H 21.10751 -7.94069 1.70729
H 20.21843 -9.46958 1.36901
H 22.40246 -10.66329 1.19236
H 23.03634 -9.18233 1.45838
H 23.73324 -8.68963 -1.44791
H 22.62721 -9.93703 -2.16642
H 23.77219 -10.32819 -0.84193
```

The relative energy (zero: lowest compared OMol25 entry of this formula, charge and spin) is 150.4 kcal/mol. The charge is 0. Its spin multiplicity is 1. The SMILES is COCCNCCOC.NC(N)=O.NC(N)=O.NC(N)=O.NC(N)=O.NC(N)=O.NC(N)=O.NC(N)=O.